[1]
This record from the Open Molecules 2025 dataset describes a structure of composition C4H5N at a distorted geometry. The level of theory is wB97M-V/def2-TZVPD.

Structure (XYZ):
```
10
C4H5N, DFT wB97M-V/def2-TZVPD
C -0.262 0.794 0.265
C 0.730 -0.105 -0.090
C 2.011 -0.439 -0.069
N -2.557 -0.303 -0.010
C -1.364 -0.034 0.124
H -3.143 0.459 -0.356
H -0.204 1.865 0.419
H -0.302 -1.033 -0.231
H 2.679 0.006 0.662
H 2.410 -1.210 -0.715
```

Results
Orbital gap (hartree): 0.303
E_LUMO (Eh): 0.002
Spin multiplicity: 1
Molar mass (g mol⁻¹): 67.1
HOMO level (eV): -8.182
Energy relative to the best compared isomer or geometry (same formula, charge and spin) (kJ/mol): 477.4
E (Ha): -209.98189

And the Löwdin charges, in e, turn out to be: -0.09, -0.22, 0.00, 0.12, -0.27, 0.08, 0.10, 0.18, 0.06, 0.05

[2]
This record from the Open Molecules 2025 dataset describes a structure of composition C41H37F5OP2Re at a distorted geometry. The level of theory is wB97M-V/def2-TZVPD.

Structure (XYZ):
```
87
C41H37F5OP2Re, DFT wB97M-V/def2-TZVPD
Re -0.235 0.154 2.822
C -1.948 0.203 4.249
C -2.309 -0.209 2.907
C -3.081 0.659 1.907
C -2.180 1.529 1.001
C -0.766 1.649 1.524
C -0.591 2.223 2.864
C -1.787 2.649 3.703
C -2.112 1.612 4.774
C 1.434 -0.778 1.998
H -2.016 -0.575 5.033
H -2.567 -1.273 2.841
H -3.834 1.268 2.434
H -3.664 -0.039 1.280
H -2.173 1.086 -0.005
H -2.632 2.529 0.918
H -0.013 1.911 0.778
H 0.298 2.856 2.988
H -2.671 2.838 3.092
H -1.536 3.592 4.185
H -1.410 1.742 5.611
H -3.124 1.772 5.186
H 1.546 -1.634 2.680
H 2.306 -0.131 2.127
H 1.398 -1.177 0.986
P -0.165 -1.422 -2.829
P 1.081 0.747 -2.584
C -1.282 -0.064 -3.232
C -0.582 1.110 -3.198
C -0.330 -2.564 -4.277
C -1.214 -2.325 -5.348
C -1.672 -3.399 -6.116
C -1.115 -4.666 -5.939
C -0.012 -4.819 -5.095
C 0.422 -3.757 -4.308
C -0.958 -2.314 -1.483
C -0.598 -1.950 -0.180
C -1.156 -2.582 0.917
C -2.271 -3.410 0.714
C -2.712 -3.687 -0.587
C -1.984 -3.236 -1.692
C 2.071 0.853 -4.149
C 1.892 -0.140 -5.130
C 2.300 0.049 -6.447
C 2.995 1.208 -6.801
C 3.311 2.137 -5.807
C 2.869 1.955 -4.492
C 1.613 2.179 -1.626
C 2.928 2.179 -1.122
C 3.461 3.349 -0.588
C 2.684 4.516 -0.554
C 1.344 4.482 -0.962
C 0.784 3.298 -1.448
H -2.333 -0.224 -3.465
H -0.910 2.103 -3.502
H -1.568 -1.317 -5.560
H -2.481 -3.245 -6.835
H -1.540 -5.519 -6.470
H 0.489 -5.782 -5.044
H 1.324 -3.845 -3.709
H 0.139 -1.162 -0.071
H -0.727 -2.414 1.915
H -2.774 -3.840 1.585
H -3.614 -4.281 -0.745
H -2.199 -3.579 -2.702
H 1.401 -1.077 -4.875
H 2.084 -0.709 -7.201
H 3.296 1.370 -7.837
H 3.902 3.015 -6.068
H 3.141 2.691 -3.740
H 3.518 1.265 -1.159
H 4.483 3.362 -0.206
H 3.117 5.455 -0.195
H 0.724 5.379 -0.913
H -0.276 3.234 -1.701
F 0.450 -0.196 9.776
C 0.669 -0.213 8.445
C 1.086 0.943 7.772
F 1.384 2.060 8.478
C 1.226 0.919 6.400
F 1.640 2.024 5.730
C 0.950 -0.265 5.672
O 0.854 -0.220 4.369
C 0.773 -1.470 6.397
F 0.783 -2.635 5.715
C 0.576 -1.433 7.763
F 0.371 -2.577 8.457
```

Results
Orbital gap (alpha / beta) (hartree): 0.192 / 0.192
E_LUMO (alpha / beta) (Eh): -0.264 / -0.312
Spin multiplicity: 4
Molar mass (g mol⁻¹): 888.9
HOMO level (alpha / beta) (eV): -12.414 / -13.703
Charge: +2
<S²>: 3.78
Energy relative to the best compared isomer or geometry (same formula, charge and spin) (kJ/mol): 37.5
E (Ha): -2919.26598

And the Löwdin charges, in e, turn out to be: 1.61, -0.18, -0.28, -0.16, -0.19, -0.33, -0.24, -0.17, -0.16, -0.21, 0.14, 0.11, 0.12, 0.12, 0.10, 0.13, 0.09, 0.13, 0.11, 0.13, 0.11, 0.15, 0.04, 0.04, 0.00, 1.02, 1.01, -0.26, -0.24, -0.38, -0.08, -0.06, -0.05, -0.06, -0.09, -0.34, -0.13, -0.10, -0.04, -0.04, -0.05, -0.32, -0.10, -0.06, -0.05, -0.05, -0.07, -0.40, -0.11, -0.06, -0.05, -0.06, -0.10, 0.10, 0.09, 0.11, 0.12, 0.12, 0.12, 0.12, 0.04, 0.09, 0.12, 0.12, 0.12, 0.05, 0.12, 0.12, 0.12, 0.10, 0.12, 0.12, 0.12, 0.12, 0.10, 0.15, -0.08, -0.10, 0.14, -0.11, 0.12, -0.22, -0.19, -0.11, 0.13, -0.10, 0.14

[3]
This record from the Open Molecules 2025 dataset describes the ion C5H12NO with charge +1 at a distorted geometry. The level of theory is wB97M-V/def2-TZVPD.

Structure (XYZ):
```
19
C5H12NO, DFT wB97M-V/def2-TZVPD
C 0.432 1.690 -0.282
C 0.317 0.363 -0.172
C 1.996 -1.022 0.626
C 1.195 -0.703 -0.616
C -1.019 0.030 0.384
N -2.089 0.424 -0.721
O -1.141 -1.216 0.826
H -0.187 2.319 0.371
H 1.264 2.312 -0.530
H 3.046 -0.985 0.335
H 1.824 -2.056 1.056
H 1.861 -0.186 1.417
H 0.628 -1.539 -0.969
H 1.822 -0.452 -1.590
H -1.245 0.757 1.275
H -1.545 1.127 -1.185
H -2.990 0.827 -0.382
H -2.365 -0.378 -1.338
H -1.804 -1.313 1.495
```

Results
Orbital gap (hartree): 0.385
E_LUMO (Eh): -0.133
Spin multiplicity: 1
Molar mass (g mol⁻¹): 102.2
HOMO level (eV): -14.093
Charge: +1
Energy relative to the best compared isomer or geometry (same formula, charge and spin) (kJ/mol): 193.6
E (Ha): -327.38584

And the Löwdin charges, in e, turn out to be: 0.08, -0.33, -0.08, -0.21, -0.36, 0.25, 0.09, 0.09, 0.08, 0.08, 0.11, 0.12, 0.10, 0.17, 0.20, 0.12, 0.18, 0.19, 0.13

[4]
This record from the Open Molecules 2025 dataset describes the molecule C5H6BrIO at a distorted geometry. The level of theory is wB97M-V/def2-TZVPD.

Structure (XYZ):
```
14
C5H6BrIO, DFT wB97M-V/def2-TZVPD
C 0.372 -0.586 -3.145
C -0.458 -0.747 0.544
C 0.388 0.504 0.769
C 0.802 -0.429 -0.323
C 0.596 0.120 -1.744
O 0.524 -1.729 -3.442
Br -0.042 0.797 -4.462
I 2.611 -1.508 -0.248
H -0.240 -1.565 1.366
H -1.572 -0.625 0.267
H -0.149 1.495 0.422
H 0.976 0.502 1.644
H 1.486 0.593 -1.978
H -0.310 0.917 -1.635
```

Results
Orbital gap (hartree): 0.364
E_LUMO (Eh): 0.012
Spin multiplicity: 1
Molar mass (g mol⁻¹): 288.9
HOMO level (eV): -9.580
Energy relative to the best compared isomer or geometry (same formula, charge and spin) (kJ/mol): 5.9
E (Ha): -3140.99502

And the Löwdin charges, in e, turn out to be: -0.77, -0.15, -0.20, -0.90, -0.28, 0.04, 0.69, 0.90, 0.12, 0.13, 0.15, 0.07, 0.05, 0.14

[5]
This record from the Open Molecules 2025 dataset describes a structure of composition C34H54N2O2SSeV. The level of theory is wB97M-V/def2-TZVPD.

Structure (XYZ):
```
95
C34H54N2O2SSeV, DFT wB97M-V/def2-TZVPD
V 0.098 0.138 -0.032
C 4.124 6.319 0.070
C 4.997 5.075 -0.087
C 5.806 5.215 -1.383
C 5.961 5.012 1.104
C 4.163 3.796 -0.135
C 2.779 3.784 -0.040
C 2.093 2.584 -0.065
Se 0.178 2.574 0.148
C 0.094 2.562 2.078
C 0.244 3.736 2.794
C 0.227 3.717 4.178
C 0.032 2.476 4.779
C -0.142 1.274 4.099
C -0.104 1.312 2.683
O -0.215 0.202 1.945
C -0.319 0.023 4.980
C -1.519 0.226 5.919
C -0.568 -1.292 4.238
C 0.954 -0.172 5.819
C 0.420 4.963 5.041
C -0.817 5.179 5.921
C 1.652 4.780 5.938
C 0.630 6.217 4.193
C 2.733 1.341 -0.193
O 2.023 0.210 -0.173
C 4.139 1.331 -0.320
C 4.792 2.562 -0.277
C 5.030 0.085 -0.479
C 5.858 0.226 -1.765
C 5.976 -0.001 0.728
C 4.298 -1.257 -0.573
H 4.757 7.208 0.100
H 3.427 6.435 -0.762
H 3.545 6.293 0.996
H 6.409 6.126 -1.359
H 6.482 4.371 -1.526
H 5.145 5.263 -2.250
H 6.564 5.922 1.156
H 5.413 4.909 2.042
H 6.643 4.165 1.023
H 2.221 4.704 0.065
H 0.391 4.662 2.253
H 0.020 2.440 5.862
H -2.436 0.372 5.344
H -1.650 -0.654 6.553
H -1.397 1.090 6.571
H -1.498 -1.256 3.670
H 0.238 -1.535 3.549
H -0.651 -2.087 4.984
H 1.168 0.688 6.453
H 0.848 -1.047 6.465
H 1.818 -0.328 5.170
H -0.993 4.328 6.581
H -0.689 6.065 6.548
H -1.710 5.316 5.310
H 1.540 3.923 6.602
H 2.548 4.621 5.337
H 1.806 5.666 6.558
H -0.225 6.418 3.545
H 0.762 7.082 4.847
H 1.520 6.137 3.565
H 5.872 2.553 -0.356
H 6.494 1.112 -1.756
H 6.504 -0.646 -1.889
H 5.206 0.295 -2.637
H 6.604 0.885 0.823
H 5.406 -0.106 1.653
H 6.632 -0.869 0.630
H 3.630 -1.292 -1.433
H 5.052 -2.041 -0.686
H 3.706 -1.464 0.316
C -2.358 -1.683 -0.054
C -1.252 -2.403 0.710
N 0.084 -2.030 0.224
C 0.572 -2.757 -0.962
C -0.075 -2.303 -2.264
S -0.099 -0.444 -2.335
C -1.856 -0.122 -2.661
C -2.623 0.350 -1.418
N -2.071 -0.243 -0.198
H -2.463 -2.093 -1.056
H -3.318 -1.842 0.448
H -1.289 -2.111 1.757
H -1.417 -3.487 0.650
H 0.751 -2.158 0.978
H 1.645 -2.565 -1.004
H 0.428 -3.839 -0.846
H 0.513 -2.674 -3.103
H -1.083 -2.697 -2.379
H -1.915 0.648 -3.430
H -2.290 -1.024 -3.092
H -2.526 1.431 -1.315
H -3.688 0.115 -1.538
H -2.394 0.257 0.625
```

Results
Orbital gap (alpha / beta) (hartree): 0.235 / 0.209
E_LUMO (alpha / beta) (Eh): 0.008 / 0.008
Spin multiplicity: 2
Molar mass (g mol⁻¹): 684.8
HOMO level (alpha / beta) (eV): -6.163 / -5.451
<S²>: 0.76
E (Ha): -5331.63608

And the Löwdin charges, in e, turn out to be: 0.38, -0.07, -0.56, -0.05, -0.05, -0.17, -0.06, -0.37, 1.16, -0.37, -0.06, -0.18, 0.00, -0.08, -0.33, -0.25, -0.53, -0.05, -0.07, -0.04, -0.56, -0.05, -0.05, -0.07, -0.32, -0.27, -0.08, 0.01, -0.53, -0.05, -0.05, -0.07, 0.08, 0.09, 0.08, 0.08, 0.08, 0.09, 0.08, 0.09, 0.08, 0.09, 0.09, 0.10, 0.09, 0.08, 0.07, 0.07, 0.08, 0.08, 0.07, 0.08, 0.09, 0.07, 0.08, 0.09, 0.08, 0.09, 0.08, 0.09, 0.08, 0.08, 0.10, 0.07, 0.08, 0.09, 0.07, 0.09, 0.08, 0.08, 0.08, 0.08, -0.16, -0.16, -0.13, -0.24, -0.38, 0.92, -0.41, -0.25, -0.16, 0.10, 0.13, 0.09, 0.13, 0.13, 0.10, 0.12, 0.08, 0.06, 0.08, 0.07, 0.11, 0.12, 0.13

[6]
This record from the Open Molecules 2025 dataset describes the molecule C7H12O3 at a distorted geometry. The level of theory is wB97M-V/def2-TZVPD.

Structure (XYZ):
```
22
C7H12O3, DFT wB97M-V/def2-TZVPD
O -1.285 -2.738 1.036
O 0.599 0.713 2.080
O 0.206 1.575 -0.059
C -0.688 -1.984 0.058
C -0.404 -0.668 0.346
C 1.023 1.720 1.100
C -0.496 -0.131 1.736
C 1.414 0.149 -1.373
C -1.175 0.539 -1.636
C 0.023 0.357 -0.689
H -0.708 -2.826 1.781
H -0.693 -2.232 -1.000
H 2.096 1.588 0.734
H 0.887 2.705 1.640
H -1.458 0.149 2.123
H -0.344 -1.011 2.361
H 1.929 1.078 -1.505
H 1.341 -0.311 -2.358
H 2.047 -0.573 -0.714
H -1.010 1.467 -2.205
H -2.034 0.685 -1.043
H -1.270 -0.249 -2.415
```

Results
Orbital gap (hartree): 0.348
E_LUMO (Eh): 0.027
Spin multiplicity: 1
Molar mass (g mol⁻¹): 144.2
HOMO level (eV): -8.731
Energy relative to the best compared isomer or geometry (same formula, charge and spin) (kJ/mol): 268.5
E (Ha): -499.54424

And the Löwdin charges, in e, turn out to be: -0.01, -0.10, -0.11, -0.11, -0.13, -0.13, -0.14, 0.00, 0.00, -0.54, 0.08, 0.12, 0.14, 0.15, 0.13, 0.11, 0.07, 0.07, 0.12, 0.09, 0.07, 0.10

[7]
This record from the Open Molecules 2025 dataset describes a cluster of 3 separate species, C3H12NO4 in total at a distorted geometry. The level of theory is wB97M-V/def2-TZVPD.

Structure (XYZ):
```
20
C3H12NO4, DFT wB97M-V/def2-TZVPD
O 1.318 -1.977 1.032
C 1.415 -2.058 -0.400
C 0.111 -1.305 -0.784
N -0.413 -0.265 0.161
C -1.975 -0.253 0.173
O 2.407 -2.481 -0.917
H 2.211 -2.206 1.496
H -0.806 -2.062 -0.836
H 0.101 -0.764 -1.834
H -0.074 -0.444 1.231
H -0.080 0.723 0.017
H -2.361 0.199 -0.667
H -2.090 0.640 0.791
H -2.288 -1.110 0.677
H 1.538 2.585 -0.510
H 2.586 1.390 -0.398
O 1.768 1.796 0.040
H -1.158 3.191 -0.153
H -1.066 2.057 0.958
O -1.144 2.344 -0.075
```

Results
Orbital gap (hartree): 0.429
E_LUMO (Eh): -0.124
Spin multiplicity: 1
Molar mass (g mol⁻¹): 126.1
HOMO level (eV): -15.046
Charge: +1
Energy relative to the best compared isomer or geometry (same formula, charge and spin) (kJ/mol): 340.4
E (Ha): -476.89765

And the Löwdin charges, in e, turn out to be: -0.01, -0.41, -0.04, -0.05, 0.04, 0.17, 0.18, 0.18, 0.19, 0.23, 0.09, 0.08, 0.07, 0.10, 0.07, 0.10, -0.09, -0.04, 0.16, -0.02

[8]
This record from the Open Molecules 2025 dataset describes a structure of composition C4H10O2. The level of theory is wB97M-V/def2-TZVPD.

Structure (XYZ):
```
16
C4H10O2, DFT wB97M-V/def2-TZVPD
C 1.728 0.487 1.421
C 1.280 0.486 -0.027
O -0.093 0.134 -0.048
C -0.627 -0.034 -1.322
C -2.350 -1.047 -0.501
O -2.537 -0.317 0.602
H 1.155 1.218 1.999
H 2.791 0.738 1.496
H 1.573 -0.503 1.862
H 1.855 -0.247 -0.613
H 1.424 1.473 -0.492
H -0.082 -0.775 -1.921
H -0.715 0.922 -1.861
H -1.629 -1.867 -0.347
H -1.935 -0.379 -1.447
H -1.732 -0.325 1.156
```

Results
Orbital gap (hartree): 0.330
E_LUMO (Eh): 0.033
Spin multiplicity: 1
Molar mass (g mol⁻¹): 90.1
HOMO level (eV): -8.090
Energy relative to the best compared isomer or geometry (same formula, charge and spin) (kJ/mol): 486.0
E (Ha): -308.71304

And the Löwdin charges, in e, turn out to be: -0.07, -0.27, -0.23, -0.14, -0.12, -0.07, 0.08, 0.08, 0.08, 0.12, 0.12, 0.11, 0.11, 0.07, 0.04, 0.10

> Which value of spin multiplicity does entry 6 give?

1

> Among the records above, which one has the highest E?

C4H5N

> Look up the spin multiplicity of the sixth one.

1